Record 1
Here is C16H16N2O2S in the gas phase in a non-equilibrium geometry from the OMol25 dataset. Energies are from ωB97M-V/def2-TZVPD.

Each line ends with the Mulliken charge.
Positions of all 37 atoms, in Å:
C 0.65177 1.12602 -4.20724  -0.8997
N -0.05882 1.64799 -3.04046  -0.4636
C -1.06124 0.76515 -2.38850  -0.1540
S -0.20226 -0.54024 -1.47512  -0.1437
C -0.19489 0.47657 -0.01743  0.3361
C 0.43177 0.06747 1.27399  0.3437
C -0.37935 0.13708 2.43263  -0.8052
C 0.09623 -0.39499 3.62648  -0.6594
C 1.38652 -0.97589 3.73266  -0.8080
C 2.15619 -1.15450 2.56900  0.7869
C 3.39304 -1.77118 2.61522  -0.7266
C 4.23058 -1.75474 1.49530  -0.4348
C 3.80558 -1.15252 0.33843  -0.7938
C 2.57002 -0.57355 0.25951  -0.5966
C 1.69032 -0.58022 1.35751  0.9476
N -0.98486 1.52426 -0.10562  -0.6923
C -1.81775 1.49136 -1.32244  0.0639
C -3.19660 0.84284 -1.14749  0.1779
O -3.98032 0.87466 -2.10253  -0.6062
O -3.43840 0.13083 -0.00548  -0.1844
C -4.78540 -0.27225 0.22862  -0.8040
H -0.04674 0.76517 -4.99663  0.2913
H 1.29251 0.29545 -3.89352  0.3130
H 1.29407 1.89946 -4.64357  0.3362
H 0.56015 2.05803 -2.33109  0.2961
H -1.70503 0.31448 -3.15269  0.6408
H -1.36829 0.54353 2.44535  0.5250
H -0.54569 -0.41807 4.50416  0.3611
H 1.81374 -1.28575 4.68676  0.3785
H 3.74262 -2.24059 3.55850  0.3185
H 5.22820 -2.15173 1.58011  0.3918
H 4.49819 -1.04349 -0.51121  0.3402
H 2.30217 -0.07425 -0.65201  0.5310
H -1.97630 2.53785 -1.64011  0.4683
H -5.25751 0.57796 0.60981  0.3653
H -4.81758 -1.07794 0.97880  0.2279
H -5.32663 -0.61428 -0.65968  0.3312

Forces on atoms 1 to 3 (eV/Å):
C -0.1724 -0.3763 0.3879
N -1.2580 0.3912 0.2368
C 1.7965 0.3357 -1.6930

Properties
Multiplicity: 1
Structure (SMILES): CN[C@H]1SC(c2cccc3ccccc23)=N[C@@H]1C(=O)OC
Energy above the lowest of the compared OMol25 structures with the same formula, charge and spin (kcal per mole): 51.3
E_tot (eV): -34761.4852
E_LUMO (eV): -0.181

Record 2
Here is a molecular structure, C16H16N3O4Rh in a non-equilibrium geometry from the OMol25 dataset. Energies are from ωB97M-V/def2-TZVPD.

Each line ends with the Mulliken charge.
Positions of all 40 atoms, in Å:
Rh -0.35276 0.82188 -1.66535  -0.0340
N 1.16194 2.14598 -1.11556  -0.4316
C 0.94290 3.30039 -2.01642  -0.5016
C 0.27396 2.84047 -3.34497  0.6927
O 0.85660 3.09457 -4.42149  -0.7671
N -0.89142 2.26194 -3.14055  -0.4310
C -1.35345 1.48606 -4.25860  -0.2838
C -2.12754 0.21970 -3.80758  0.5694
O -2.94727 -0.27026 -4.60484  -0.8158
O -1.84643 -0.26238 -2.65662  -0.6474
H 1.08472 2.37249 -0.12929  0.2063
H 2.04790 1.68717 -1.28721  0.1832
H 1.87461 3.81827 -2.26689  0.3483
H 0.27189 3.99160 -1.50387  0.1528
H -0.51089 1.14708 -4.87496  0.1806
H -2.01576 2.04724 -4.92917  0.1595
N 2.16505 -1.81689 0.33138  -0.4044
C 1.18680 -2.50187 1.15251  0.6215
C 1.32594 -3.87573 1.29228  -0.5042
C 0.55314 -4.62874 2.16695  -0.4227
C -0.36726 -3.96619 2.94592  -0.7297
C -0.50972 -2.59116 2.80482  -0.5894
C 0.22833 -1.81891 1.90204  -0.1869
C -0.18812 -0.34939 1.89001  0.6237
C 0.07943 0.20733 3.10942  -0.2646
C -0.42423 1.48460 3.35550  -0.8425
C -1.17463 2.06047 2.34466  -0.4340
C -1.35488 1.45688 1.08892  -0.5910
C -0.78064 0.21088 0.71131  0.4496
H 2.25952 -2.26253 -0.57159  0.2812
H 3.06610 -1.86824 0.79199  0.2307
H 2.09000 -4.35684 0.69094  0.3242
H 0.68901 -5.70195 2.24281  0.3420
H -0.99629 -4.50569 3.64596  0.3387
H -1.27753 -2.08493 3.37486  0.3822
H 0.71857 -0.29297 3.82365  0.3884
H -0.24222 2.00238 4.29027  0.3438
H -1.63407 3.03207 2.48711  0.3412
H -1.96389 1.98594 0.36577  0.4644
O 0.08257 -0.52072 -0.21414  -0.7424

Forces on atoms 1 to 3 (eV/Å):
Rh -0.2304 0.8244 -2.0991
N -0.2038 0.0102 0.0648
C 0.0861 -0.0497 -0.1439

Properties
Multiplicity: 1
Energy above the lowest of the compared OMol25 structures with the same formula, charge and spin (kcal per mole): 96.5
E_tot (eV): -32517.6741
E_LUMO (spin up / spin down) (eV): 4.921 / 4.921
Charge: -2

Record 3
Here is a molecular structure, C16H17Al2BCaClF14IMgN2O15 in a non-equilibrium geometry from the OMol25 dataset. Energies are from ωB97M-V/def2-TZVPD.

Each line ends with the Mulliken charge.
Positions of all 71 atoms, in Å:
C -2.07786 2.07556 -5.16960  -1.5390
C -1.38671 0.85447 -4.61754  -0.0360
Cl -1.83685 -0.58907 -5.58144  0.0079
C -1.62368 0.65352 -3.14373  0.3065
O -2.92944 0.08400 -2.93441  0.0265
C -3.46585 0.23688 -1.62727  0.1947
O -4.17010 1.18752 -1.43855  -0.4966
N -3.22562 -0.72450 -0.67250  0.0863
C -1.81912 -0.94228 -0.35677  -0.0379
C -1.08590 0.18124 0.05417  0.5225
O 0.16652 0.14578 -0.13857  -0.8461
I -1.80032 1.86641 1.00960  0.2770
H -1.42164 2.87483 -5.50388  0.1067
H -2.57544 1.71054 -6.08391  0.5351
H -2.77359 2.53180 -4.44404  0.3983
H -0.31522 1.00467 -4.75414  0.5144
H -0.88666 -0.05479 -2.76867  -0.0170
H -1.44918 1.58914 -2.60771  0.3814
H -3.81480 -0.60275 0.14060  0.4026
H -1.33045 -1.44117 -1.18757  -0.2302
H -1.72638 -1.71754 0.59874  0.1589
Ca 1.80251 1.01481 -0.60636  1.5020
C -2.45652 1.38663 4.97707  -0.6016
N -1.06865 1.46883 5.51190  0.8584
O -0.90002 1.59545 6.67490  -0.4101
O -0.09796 1.40358 4.68114  -0.3417
H -3.14017 1.45831 5.81264  0.2910
H -2.61653 2.22287 4.27837  0.2163
H -2.55064 0.42736 4.47072  0.2931
F 1.03904 4.74458 -6.54859  -0.3696
Al 1.30218 3.09586 -6.67409  0.5801
F 1.39057 2.46608 -5.08445  -0.3955
F 2.70033 2.73497 -7.50068  -0.3654
F -0.06527 2.32888 -7.34676  -0.4055
B 3.97343 3.69755 5.23746  1.0682
O 2.87993 4.02986 4.30377  -0.4756
C 2.85078 3.10941 3.36770  0.6592
O 2.08615 3.05006 2.44737  -0.6101
C 3.95080 2.10124 3.64052  0.5145
O 4.18210 1.13060 2.97352  -0.6070
O 4.59696 2.46133 4.73048  -0.4896
O 4.98709 4.83263 5.30692  -0.3301
C 5.05005 5.22413 6.48591  0.8039
O 5.82495 6.18054 6.89224  -0.1799
C 4.08989 4.41666 7.38360  0.4816
O 3.93732 4.57621 8.54183  -0.4202
O 3.48107 3.53166 6.59793  -0.3937
O -4.14336 3.33170 3.73527  -0.7777
H -4.44404 3.66195 2.87752  0.1819
Mg -4.15927 0.67401 -5.17167  1.0400
F -2.10888 -2.66015 1.40623  -0.7070
C -0.53367 -6.47523 -1.04121  -0.7258
C 0.89690 -6.85870 -1.46304  0.8393
C 2.05365 -5.91938 -1.08675  0.0940
F 1.86568 -4.63674 -1.49175  -0.1924
F 3.18604 -6.35345 -1.67135  -0.2787
F 0.90582 -7.12098 -2.78612  -0.2724
F 1.17092 -8.03225 -0.83737  -0.3090
O -1.36796 -5.74262 -1.94772  -0.4218
C -1.24103 -4.39943 -2.11673  0.9340
C -0.62730 -4.01553 -3.47319  0.1106
F 0.47819 -4.69829 -3.76398  -0.1964
F -0.29574 -2.68180 -3.44702  -0.2591
F -0.57701 -3.84789 -1.07913  -0.2347
F -2.48753 -3.87342 -2.09918  -0.3366
H -1.05674 -7.42331 -0.93965  0.4042
H -0.55147 -6.02628 -0.04828  0.3524
H 2.20495 -5.92097 -0.00441  0.2796
H -1.34799 -4.18962 -4.27426  0.2371
Al 1.47529 -0.07549 4.48909  0.6608
F 5.42619 7.58993 6.70858  -0.0113

Forces on atoms 1 to 3 (eV/Å):
C -1.2177 -0.2385 -0.1902
C 1.1812 0.6902 0.4751
Cl -0.7315 -0.0484 0.1101

Properties
Multiplicity: 1
E_tot (eV): -146963.8914
E_LUMO (eV): -9.549
Charge: +2